This record from the Open Molecules 2025 dataset describes a 2-piece molecular cluster, Br6Si3 overall at a distorted geometry. The level of theory is the ωB97M-V functional and the def2-TZVPD basis.

ORCA input file:
```
! wB97M-V def2-TZVPD RIJCOSX def2/J DEFGRID3
* xyz 0 1
Si 0.671 1.809 -1.692
Si 2.298 0.651 -0.568
Si -2.159 -2.832 2.568
Br 1.533 3.382 -3.059
Br -0.393 3.031 -0.129
Br 3.179 -1.014 -1.808
Br 1.334 -0.521 1.106
Br -3.376 -3.731 0.880
Br -3.087 -0.774 2.703
*
```


This record from the Open Molecules 2025 dataset describes a 2-piece molecular cluster, C2H9OS overall at a distorted geometry. The level of theory is the ωB97M-V functional and the def2-TZVPD basis.

ORCA input file:
```
! wB97M-V def2-TZVPD RIJCOSX def2/J DEFGRID3
* xyz 1 1
O 2.349 -0.615 0.299
H 2.974 -0.706 -0.443
H 2.115 -1.553 0.583
H 0.288 -0.902 -0.606
C 0.357 1.309 -0.595
S -0.812 -0.147 -0.497
C -1.610 -0.233 1.154
H -0.221 2.181 -0.345
H 1.090 1.088 0.160
H 0.785 1.347 -1.651
H -1.987 0.790 1.266
H -0.846 -0.579 1.917
H -2.485 -0.846 1.323
*
```


Computed energy above the lowest of the compared OMol25 structures with the same formula, charge and spin (kcal/mol) in order:
32.6 21.7
Computed Kohn-Sham gap (hartree) in order:
0.237 0.459